This record from the Open Molecules 2025 dataset describes a structure of composition C31H47BrFeN2P2. The level of theory is the ωB97M-V functional and the def2-TZVPD basis.

Each line ends with the Mulliken charge.
Geometry (Å):
Br: 1.74744 4.00284 0.30540  -0.08
Fe: -1.29781 0.18773 -0.77961  -0.35
P: 4.92744 -0.63263 0.22954  0.19
P: -0.68543 -1.84748 0.09170  1.24
N: -6.42698 4.94186 -5.10946  -0.55
N: -0.65640 0.57458 2.60388  -0.12
C: -6.20189 5.40870 -3.87740  -0.31
C: -2.41842 -1.84596 -0.62699  -1.10
C: 4.24485 -1.12472 -1.38180  0.74
C: -1.75734 1.87998 -1.77655  0.88
C: -0.28173 -0.10094 3.73520  0.54
C: -0.72797 -3.18845 1.39520  -0.03
C: -4.75959 3.50618 -3.36243  0.58
C: 1.12294 -0.22592 5.70388  -0.70
C: -1.91461 2.22329 -0.36822  -0.32
C: 5.19742 -2.12403 -2.05130  -1.39
C: 0.40983 2.92739 -0.32064  -0.06
C: 4.75382 1.17827 0.29317  0.23
C: -0.40402 1.51095 -2.13932  -0.94
C: 3.81605 -1.21615 1.56574  0.51
C: 0.14683 -2.38821 -2.54375  -1.28
C: -0.87490 -1.59279 5.56369  -0.67
C: 0.18660 -1.07655 6.32172  -0.53
C: -0.85074 2.90319 0.28946  -0.94
C: -2.86717 1.95936 -2.68370  -0.93
C: 0.66551 2.10422 -1.42418  -0.45
C: -3.48245 -1.72047 0.46684  -1.05
C: 0.93323 0.20662 4.38979  -0.42
C: 6.05406 1.84001 -0.16600  -1.34
C: -5.37730 4.72930 -2.96827  -0.51
C: 4.68513 -1.82580 2.66326  -1.41
C: -4.97701 3.06935 -4.69071  -0.36
C: -1.59609 -4.41509 1.12901  -1.34
C: -5.85232 3.80539 -5.50758  -0.37
C: 0.45004 -2.69731 -1.09244  0.43
C: -1.11042 -1.11429 4.27371  -0.11
C: -3.90364 2.80020 -2.41502  -0.19
H: -1.61172 0.50722 2.25694  0.09
H: -3.20162 -1.03817 1.28419  0.10
H: -1.32616 -5.18954 1.85555  0.45
H: 0.09199 -1.30717 -2.73690  0.09
H: -1.94053 -1.49582 3.66772  0.42
H: 4.55985 1.45058 1.33864  0.47
H: 4.14544 -0.22506 -2.00433  0.40
H: -2.92987 2.36393 -0.00838  1.07
H: 2.01509 0.10111 6.24229  0.40
H: -5.19587 5.16977 -1.98130  0.33
H: 6.20879 1.71630 -1.24515  0.36
H: -0.20679 1.04220 -3.10275  0.85
H: 1.46668 -2.36291 -0.81568  -0.92
H: -4.48746 2.17834 -5.08198  0.32
H: 5.02781 -1.08870 3.39964  0.34
H: -1.01125 3.50678 1.19189  0.56
H: -1.43601 -4.83592 0.13125  0.29
H: -1.52500 -2.37325 5.96514  0.39
H: 0.31071 -3.53367 1.52529  0.49
H: 0.30407 -1.36695 7.36831  0.38
H: -1.00658 -2.73978 2.35785  -0.22
H: -2.62004 -1.06728 -1.42932  0.37
H: 5.18316 -3.09440 -1.53847  0.38
H: 6.00625 2.91388 0.05678  0.38
H: -3.75204 -2.67939 0.92054  0.31
H: 6.91998 1.40443 0.35294  0.39
H: -2.44752 -2.84064 -1.09475  0.67
H: -2.73677 1.49571 -3.64867  0.42
H: -4.09263 3.06654 -1.37862  0.29
H: 5.57800 -2.29531 2.23633  0.45
H: 1.67352 0.82576 3.87418  0.39
H: -0.79622 -2.85738 -2.83812  0.37
H: -6.68341 6.35178 -3.58462  0.35
H: -4.38556 -1.29291 0.01416  0.36
H: -0.08621 1.32364 2.26056  -0.04
H: 3.25604 -1.56830 -1.20715  -0.54
H: 0.93468 -2.79793 -3.18286  0.51
H: 3.24487 -0.34227 1.91198  0.00
H: -6.07868 3.45446 -6.51745  0.36
H: 4.89919 -2.27263 -3.09552  0.41
H: 6.23609 -1.76831 -2.03323  0.39
H: 0.39927 -3.77774 -0.88779  0.49
H: 1.67224 2.02985 -1.81717  0.67
H: -2.66077 -4.21462 1.26886  0.27
H: 3.15139 -1.98500 1.14905  0.00
H: 3.89804 1.48246 -0.32301  -0.20
H: 4.11857 -2.59632 3.18727  0.39

Calculated values
* gap between HOMO and LUMO (alpha / beta): 6.5163 / 3.0317 eV
* energy relative to the best compared isomer or geometry (same formula, charge and spin): 1.242 eV
* total charge: +2
* multiplicity: 5

This record from the Open Molecules 2025 dataset describes an isolated molecule of C2H9N5O. The level of theory is the ωB97M-V functional and the def2-TZVPD basis.

Each line ends with the Mulliken charge.
Geometry (Å):
O: 1.03508 0.45832 2.00782  -0.39
N: 1.03242 -0.46282 -0.89099  -0.33
N: -0.28107 -0.17368 -0.69631  -0.36
N: -2.59628 -0.41586 -0.44563  -0.56
N: -1.91056 -0.57242 0.80906  -0.46
N: 0.13873 -0.65300 1.84484  -0.26
C: 1.99164 0.61423 -1.26267  -0.67
C: -0.67959 -0.34002 0.67325  0.26
H: 2.98633 0.38102 -1.66622  0.28
H: -1.03853 -1.03358 -1.16909  0.45
H: 2.27117 1.15803 -0.40628  0.28
H: -2.29983 0.60336 -0.77939  0.26
H: 0.47715 1.19856 1.60949  0.37
H: 1.34573 -1.07204 -0.18178  0.27
H: -3.51290 -0.25623 -0.09085  0.32
H: -0.37130 -0.63942 2.71017  0.32
H: 1.41182 1.20556 -2.06543  0.24

Calculated values
* gap between HOMO and LUMO: 9.2872 eV
* energy relative to the best compared isomer or geometry (same formula, charge and spin): 7.343 eV
* SMILES string: CNN/C(=N\N)NO

This record from the Open Molecules 2025 dataset describes a structure of composition C4H5F3KO2. The level of theory is the ωB97M-V functional and the def2-TZVPD basis.

Each line ends with the Mulliken charge.
Geometry (Å):
K: -1.72263 -1.46953 -3.70392  1.00
F: -2.11973 -2.39586 1.39862  -0.22
F: -0.01529 -2.47371 1.83344  -0.24
F: -1.19556 -0.78677 2.52186  -0.23
O: -1.22717 -1.20916 -0.81352  -0.51
O: 0.18280 0.02520 0.42516  -0.22
C: 0.62853 0.82353 -0.70814  -0.16
C: 1.41772 1.98396 -0.12801  -1.15
C: -0.70190 -0.91217 0.23924  0.21
C: -1.02793 -1.66700 1.52751  0.95
H: -0.25402 1.19998 -1.23221  0.26
H: 1.90683 2.50192 -0.95310  0.38
H: 1.16468 0.17295 -1.39785  0.29
H: 0.76099 2.60777 0.46815  0.32
H: 2.20266 1.59890 0.52277  0.33

Calculated values
* gap between HOMO and LUMO: 10.7456 eV
* energy relative to the best compared isomer or geometry (same formula, charge and spin): 0.156 eV
* total charge: +1

This record from the Open Molecules 2025 dataset describes a structure of composition CH5S2. The level of theory is the ωB97M-V functional and the def2-TZVPD basis.

Each line ends with the Mulliken charge.
Geometry (Å):
S: -2.36089 -0.39264 -0.08296  -0.50
S: 0.84810 -0.97179 -0.63212  -0.57
C: 1.19407 0.62276 0.03455  -0.74
H: 1.25970 0.61240 1.12464  0.22
H: -2.62069 -1.49523 0.59123  0.06
H: 2.19301 1.01993 -0.34168  0.20
H: -0.95174 -0.74363 -0.43877  0.10
H: 0.43846 1.34819 -0.25489  0.23

Calculated values
* gap between HOMO and LUMO: 6.7102 eV
* energy relative to the best compared isomer or geometry (same formula, charge and spin): 0.241 eV
* total charge: -1

This record from the Open Molecules 2025 dataset describes an isolated molecule of C5H6O2. The level of theory is the ωB97M-V functional and the def2-TZVPD basis.

Each line ends with the Mulliken charge.
Geometry (Å):
O: 2.15585 0.78263 -0.49214  -0.40
O: 0.67130 -0.92949 -0.49772  -0.14
C: -1.21044 -1.23433 0.97556  -1.23
C: -0.61840 1.00481 -0.06317  -0.39
C: -0.79651 2.14317 -0.47130  -0.02
C: -0.21826 -0.23946 0.45094  -0.26
C: 1.73636 -0.38176 -0.87513  0.32
H: 2.38015 -0.92843 -1.55334  0.38
H: -1.13957 3.02350 -0.97001  0.43
H: 1.47918 1.20223 0.08871  0.36
H: -0.72836 -2.02189 1.56742  0.34
H: -1.81897 -1.72269 0.19722  0.28
H: -1.89233 -0.69828 1.64297  0.35

Calculated values
* gap between HOMO and LUMO (alpha / beta): 7.3504 / 7.3525 eV
* energy relative to the best compared isomer or geometry (same formula, charge and spin): 4.642 eV

This record from the Open Molecules 2025 dataset describes a cluster of 2 separate species, C4H6O2 in total. The level of theory is the ωB97M-V functional and the def2-TZVPD basis.

Each line ends with the Mulliken charge.
Geometry (Å):
O: 0.26467 1.89433 0.25845  -0.38
O: -0.93990 -0.33198 -0.96617  -0.56
C: 1.52999 0.21048 -0.94342  -0.89
C: -1.55902 -0.52058 0.12480  0.33
C: -0.89705 -0.44403 1.34395  -0.89
C: 0.45519 0.77936 -0.05580  0.56
H: -1.49032 -0.20211 2.22785  0.29
H: -2.65014 -0.65606 0.05777  0.36
H: 1.04737 0.15186 -1.92228  0.29
H: 2.36824 0.91335 -0.98623  0.34
H: 0.01249 -1.00550 1.52711  0.25
H: 1.85847 -0.78910 -0.66603  0.28

Calculated values
* gap between HOMO and LUMO (alpha / beta): 8.1434 / 8.1422 eV
* energy relative to the best compared isomer or geometry (same formula, charge and spin): 3.715 eV

no.,total energy (eV)
1,-158878.202
2,-11712.166
3,-32796.816
4,-22789.368
5,-9372.453
6,-8336.746